No. 1
Entry from the OMol25 dataset: C9H9F3I2LaLuO7S2 as an isolated structure (wB97M-V/def2-TZVPD).

Geometry as XYZ:
```
34
Properties=species:S:1:pos:R:3:forces:R:3:mulliken_charge:R:1
I 3.58414 -1.96685 0.31763 1.356 1.040 -0.245 0.28
I 3.23291 2.11366 0.29742 0.798 -0.745 0.020 0.31
Lu 0.34639 1.81554 0.68368 0.042 0.207 0.234 0.63
La 0.57776 -2.16864 1.04593 -0.476 -0.853 0.375 1.88
S 0.46927 -0.13909 -0.87938 -0.160 -0.098 0.661 -0.07
C -1.81609 -2.62897 -0.20810 -4.669 -0.027 -2.515 0.11
C -1.84130 -1.20467 1.88996 -5.592 0.316 -0.035 0.12
C 0.24209 -0.11431 -2.72307 -0.190 0.115 -1.421 1.26
C 1.18977 0.95693 -3.27185 0.351 0.068 0.302 -1.38
C -1.22272 0.20930 -2.99976 -0.106 0.090 0.214 -1.38
C 0.63716 -1.50583 -3.20994 0.190 -0.179 0.303 -1.47
C -1.07607 2.20679 2.74541 -3.455 3.981 2.646 0.06
C -2.02686 1.45739 0.27000 -5.471 -0.596 -1.343 0.30
O -2.97153 -1.00182 1.94671 4.028 -0.627 0.076 0.00
O -2.87362 -2.51737 -0.65157 4.309 -0.601 1.660 -0.06
O -1.81766 2.75402 3.43171 2.775 -2.076 -2.532 -0.07
O -3.14045 1.23326 0.07672 4.602 0.903 0.764 -0.08
H 1.06608 1.06250 -4.36111 -0.018 -0.106 0.353 0.46
H 2.23410 0.68927 -3.05817 -0.204 0.008 -0.235 0.34
H 1.02043 1.94243 -2.81258 -0.182 -0.127 -0.213 0.32
H -1.40791 0.15583 -4.07962 0.053 -0.004 0.189 0.50
H -1.46715 1.22295 -2.67006 0.013 0.052 -0.148 0.33
H -1.91236 -0.47335 -2.49262 0.119 -0.061 -0.206 0.20
H 0.49938 -1.58267 -4.29836 0.044 0.045 0.318 0.48
H 0.02819 -2.28064 -2.72565 -0.064 0.056 -0.250 0.31
H 1.68942 -1.70306 -2.96546 -0.145 0.007 -0.262 0.36
F 1.66915 0.21877 5.58815 -0.634 0.357 -2.333 -0.12
C 1.50508 0.59748 4.30792 2.063 1.074 2.880 0.73
F 1.26233 1.93303 4.25727 -0.035 -1.397 -0.321 -0.19
F 2.63435 0.34162 3.60597 -1.446 -0.020 0.420 -0.12
S 0.08157 -0.25202 3.50338 0.877 -1.594 0.303 1.28
O 0.38406 -1.69978 3.44059 0.060 0.910 0.225 -0.69
O -1.20405 0.14593 3.95333 0.911 -0.085 0.120 -0.56
O 0.42415 0.18237 2.04552 0.256 -0.034 -0.006 -0.08
```
Positions in Å, forces in eV/Å.

Results
charge = +4
E_HOMO (alpha / beta) = -0.83076 / -0.81260 Ha
gap between HOMO and LUMO (alpha / beta) = 4.15 / 3.62 eV
LUMO level (alpha / beta) = -18.45 / -18.49 eV
E_tot = -104270.48846 eV


No. 2
Entry from the OMol25 dataset: one molecule with the formula C9H9N (wB97M-V/def2-TZVPD).

Geometry as XYZ:
```
19
Properties=species:S:1:pos:R:3:forces:R:3:mulliken_charge:R:1
C 1.94434 -0.25758 2.01564 0.036 0.009 0.116 -0.46
C 1.78270 -1.43246 1.29320 0.229 -0.062 -0.084 -0.44
C 0.97467 0.73314 1.93394 0.186 0.089 0.069 -0.47
C 0.69481 -1.60632 0.47233 -0.068 0.051 -0.050 -0.63
C -0.13359 0.56643 1.13660 -0.186 0.056 -0.324 -0.42
C -0.29930 -0.60758 0.36804 -0.038 -0.139 0.548 0.78
C -1.99544 0.82951 -1.58411 -0.649 0.186 0.065 0.41
C -1.46377 -0.90234 -0.36121 -0.492 0.997 -1.076 -0.43
C -1.09364 1.40319 -2.54982 0.338 -0.027 -0.146 -0.85
N -2.51134 0.16557 -0.69594 0.487 -0.959 0.804 -0.51
H 2.81869 -0.12326 2.63543 0.023 0.036 0.063 0.37
H 2.53891 -2.20185 1.35739 0.017 -0.094 -0.001 0.36
H 1.09862 1.64481 2.50054 -0.035 0.079 0.037 0.37
H 0.57337 -2.52009 -0.09176 0.023 -0.087 -0.052 0.30
H -0.88301 1.34195 1.06873 -0.066 0.036 0.070 0.39
H -1.44634 -1.70467 -1.08514 -0.124 -0.216 0.079 0.35
H -1.43024 2.40548 -2.81700 0.076 0.068 -0.096 0.28
H -1.08731 0.79159 -3.45464 0.079 0.015 0.031 0.30
H -0.08213 1.47449 -2.14222 0.165 -0.039 -0.053 0.29
```
Positions in Å, forces in eV/Å.

Results
relative energy (zero: lowest compared OMol25 entry of this formula, charge and spin) = 3.655 eV
E_HOMO (alpha / beta) = -0.24054 / -0.25774 Ha
gap between HOMO and LUMO (alpha / beta) = 6.26 / 7.74 eV
LUMO level (alpha / beta) = -0.29 / 0.73 eV
E_tot = -10964.78513 eV


No. 3
Entry from the OMol25 dataset: an isolated ion of composition C9H9N2O2 and charge +1 (wB97M-V/def2-TZVPD).

Geometry as XYZ:
```
22
Properties=species:S:1:pos:R:3:forces:R:3:mulliken_charge:R:1
C -3.00456 -0.60289 0.18028 -0.996 1.254 -1.008 -0.61
C 0.74591 2.40769 -0.07347 -0.538 0.785 -0.639 -0.73
C -2.56852 0.70199 0.09890 2.333 -2.053 0.069 -0.70
C -0.61987 2.20294 0.00697 2.375 -0.054 -0.402 -0.66
C -2.07815 -1.63502 -0.01445 0.500 -1.991 0.773 -0.19
C 1.56156 1.34475 0.09583 3.008 -0.350 1.753 0.13
C -1.13881 0.90210 0.05267 -1.371 0.342 0.506 1.09
C -0.24223 -0.16619 0.10974 -0.667 -0.296 -0.591 -0.12
C 2.80042 -1.45595 -0.20407 0.602 -1.597 -2.423 -0.49
N -0.73435 -1.50539 -0.07617 0.188 3.101 0.533 0.62
N 1.09412 0.13886 0.24628 -1.160 -2.602 -0.923 0.34
O 0.06372 -2.42290 -0.29517 0.014 -1.101 -0.203 -0.68
O 1.85202 -0.90588 0.65632 -0.106 1.111 2.747 -0.29
H -4.11387 -0.77342 0.17161 1.395 -0.295 0.186 0.35
H 1.34768 3.29969 -0.24960 -1.126 0.422 0.309 0.38
H -3.14305 1.56349 0.00860 -1.300 1.080 0.113 0.48
H -1.16668 3.08586 0.03232 -1.655 1.067 -0.081 0.48
H -2.27190 -2.72224 -0.02684 -0.526 0.810 -0.212 0.41
H 2.62231 1.53188 0.43797 -1.105 -0.693 -0.936 0.41
H 3.48567 -2.10135 0.41670 -0.375 1.456 -0.346 0.24
H 3.31184 -0.60744 -0.83292 -0.753 -2.059 1.022 0.30
H 2.19676 -2.28058 -0.74149 1.264 1.664 -0.247 0.23
```
Positions in Å, forces in eV/Å.

Results
SMILES = CO[n+]1cccc2ccc[n+]([O-])c21
charge = +1
relative energy (zero: lowest compared OMol25 entry of this formula, charge and spin) = 5.856 eV
E_HOMO (alpha / beta) = -0.46012 / -0.46000 Ha
gap between HOMO and LUMO (alpha / beta) = 7.26 / 7.26 eV
LUMO level (alpha / beta) = -5.26 / -5.26 eV
E_tot = -16542.14388 eV


No. 4
Entry from the OMol25 dataset: a 2-piece molecular cluster, C9H9N3O2 overall (wB97M-V/def2-TZVPD).

Geometry as XYZ:
```
23
Properties=species:S:1:pos:R:3:forces:R:3:mulliken_charge:R:1
C 1.69600 -1.30103 2.35828 2.926 -0.222 1.113 -0.29
C 1.30062 -1.75898 1.05191 -0.158 1.540 0.111 -0.84
C 0.89471 -0.75551 0.14263 2.283 -1.213 1.943 0.42
C 0.87348 0.58115 0.65812 0.795 -2.210 -1.053 0.01
C 1.25779 0.82498 1.95233 -0.371 2.867 1.330 -0.44
C -1.75743 0.28012 0.00895 -1.028 -0.138 -0.276 0.51
C -1.36003 1.66599 -0.29589 -1.265 1.061 -1.007 -0.69
C -0.59616 1.94377 -1.38554 -1.860 0.677 0.722 -0.10
C -0.32018 -0.41793 -1.94821 -1.688 2.136 -1.394 0.33
H 2.27821 -1.90238 3.11192 -1.183 -0.436 -1.187 0.35
H 1.32525 -2.78214 0.61761 0.155 0.586 1.225 0.38
H 0.48867 -1.10905 -0.86407 4.521 -0.145 3.806 0.37
H 0.47807 1.31870 -0.01209 1.308 -0.074 1.476 0.45
H 1.00972 1.85485 2.39796 0.810 -1.262 -0.919 0.28
H -1.35792 -1.65932 -0.65542 0.079 0.666 -0.188 0.28
H -1.78858 2.49253 0.30264 0.333 -0.813 -0.439 0.34
H -0.35769 2.97163 -1.63823 0.073 -0.206 -0.100 0.41
H 0.66001 1.13505 -2.86950 -0.847 -0.041 0.683 0.26
N 1.83785 -0.00974 2.83029 -2.282 -2.173 -2.472 -0.60
N -1.11839 -0.67620 -0.83226 -4.035 0.722 -1.556 -0.16
N -0.05888 0.96347 -2.14838 0.662 -1.630 -0.982 -0.09
O -2.59553 -0.06810 0.82690 1.271 0.275 -0.776 -0.61
O 0.18396 -1.26165 -2.65113 -0.500 0.031 -0.061 -0.58
```
Positions in Å, forces in eV/Å.

Results
SMILES = O=c1cc[nH]c(=O)[nH]1.c1ccncc1
relative energy (zero: lowest compared OMol25 entry of this formula, charge and spin) = 5.080 eV
E_HOMO = -0.33507 Ha
gap between HOMO and LUMO = 8.96 eV
LUMO level = -0.16 eV
E_tot = -18040.67439 eV


No. 5
Entry from the OMol25 dataset: one molecule with the formula C9H9N3O2 (wB97M-V/def2-TZVPD).

Geometry as XYZ:
```
23
Properties=species:S:1:pos:R:3:forces:R:3:mulliken_charge:R:1
C -2.76325 1.24764 -0.46522 2.349 -0.605 1.324 -0.46
C -3.01290 -0.12256 -0.80132 -1.131 3.239 -0.040 -0.62
C -1.55949 1.66132 0.14095 -0.654 -2.426 -2.049 -0.94
C -2.06642 -1.02282 -0.56780 0.889 -0.724 0.013 -0.51
C -0.53217 0.68387 0.23505 -0.547 0.505 1.170 0.62
C -0.81886 -0.67218 -0.01320 -0.317 0.718 0.610 0.72
C 0.80296 1.16236 0.59112 1.915 -4.745 -1.065 0.20
C 1.37431 -1.53299 0.87679 -2.449 -1.363 0.313 -0.96
C 1.93589 -0.13166 0.67087 -0.759 0.038 0.987 -0.10
N 1.26083 2.28466 0.45359 -1.252 2.788 0.293 -0.64
N -0.01778 -1.74151 0.29960 1.120 1.866 0.947 -0.28
N 2.64319 -0.16450 -0.59253 -0.844 1.132 -1.066 1.01
O 3.50655 0.66791 -0.69988 1.238 0.437 -0.473 -0.62
O 2.24254 -0.88644 -1.48060 0.215 -0.371 -0.304 -0.59
H -3.31044 2.09373 -0.68047 -2.236 1.023 -0.636 0.41
H -3.96321 -0.41575 -1.23147 0.078 0.098 -0.080 0.37
H -1.33935 2.70286 0.29550 0.025 0.103 0.187 0.42
H -2.29372 -2.02230 -0.88252 0.316 -0.655 0.258 0.32
H 1.90298 -2.36378 0.34410 0.369 1.024 1.014 0.42
H 1.21403 -1.73953 1.97378 0.678 0.175 -1.046 0.26
H 2.76398 0.16821 1.34145 -0.932 -0.372 0.239 0.44
H 2.20872 2.51043 0.63285 1.071 -0.351 0.049 0.27
H -0.17838 -2.36698 -0.44066 0.859 -1.535 -0.647 0.26
```
Positions in Å, forces in eV/Å.

Results
SMILES = [H]/N=C1/c2ccccc2NC[C@H]1[N+](=O)[O-]
relative energy (zero: lowest compared OMol25 entry of this formula, charge and spin) = 5.894 eV
E_HOMO = -0.29841 Ha
gap between HOMO and LUMO = 8.00 eV
LUMO level = -0.12 eV
E_tot = -18039.86045 eV


- What is the E_tot in the fourth record?
  -18040.67439 eV